The following is a DFT calculation (ωB97M-V/def2-TZVPD) of a cluster of 2 separate species, C10H20BClIO3S in total.

XYZ file:
```
37
Properties=species:S:1:pos:R:3:forces:R:3
C 2.0773 -3.9818 0.6170 -0.46 1.24 1.01
C 1.8424 -2.8392 1.3928 0.40 -1.54 -0.92
C 0.4094 -2.2140 1.6743 0.21 -1.10 0.06
B -0.1660 -1.3890 0.3708 0.46 -0.08 0.36
C -1.4144 -2.0464 -0.4199 -0.12 0.06 -0.08
C -2.5773 -1.0281 -0.8132 -1.04 -0.90 0.46
C -3.2071 -0.2147 0.4062 -0.38 1.14 -1.63
I -3.5795 -1.4363 2.1860 0.23 0.58 -0.66
C 0.6012 -0.0206 -0.0111 0.27 -0.39 -1.20
C 0.3187 0.5310 -1.4829 0.08 0.98 0.30
C 1.3767 1.6438 -1.9791 -1.00 0.53 0.21
C 2.1828 2.3315 -0.7967 1.84 0.02 -1.49
S 1.1283 3.4010 0.2844 -5.03 -0.76 3.02
O 1.0930 2.9189 1.7145 1.20 1.05 -4.03
O -0.2356 3.6352 -0.2961 4.48 -0.69 0.48
Cl 2.0348 5.3151 0.3955 0.20 -0.67 -0.30
H 1.2351 -4.6339 0.2065 1.10 1.21 0.53
H 3.1250 -4.3635 0.3809 -1.51 0.71 0.58
H 2.7656 -2.3638 1.8665 -1.42 -0.39 -0.84
H -0.2897 -3.1036 1.8592 0.89 1.23 -0.06
H 0.3984 -1.5589 2.6105 0.20 -0.86 -1.23
H -1.8197 -2.8932 0.2385 0.28 1.22 -1.04
H -1.0563 -2.5536 -1.3774 -0.24 0.65 1.03
H -3.4284 -1.6646 -1.2471 1.12 0.87 0.53
H -2.3088 -0.2811 -1.6185 -0.04 -0.86 1.03
H -2.6450 0.7556 0.6479 -0.57 -1.52 0.18
H -4.2407 0.1358 0.0614 1.42 -0.55 0.73
H 0.3229 0.7758 0.7484 0.53 -0.87 -0.68
H 1.7251 -0.2591 0.0366 -1.45 0.38 0.38
H -0.6834 1.0823 -1.4354 1.32 -1.01 -0.32
H 0.3284 -0.2917 -2.2644 -0.32 0.87 1.02
H 2.0963 1.2586 -2.7740 -0.64 0.33 1.32
H 0.7709 2.4661 -2.4994 0.92 -1.07 0.73
H 2.9453 3.0338 -1.2882 -1.17 -0.70 0.82
H 2.8228 1.5959 -0.1990 -1.34 1.15 -0.39
O -2.3995 3.9144 1.3608 -0.60 -0.35 0.05
H -1.5491 4.3424 1.4439 0.22 0.09 0.04
```
Forces are in eV/Å.

Its gap between HOMO and LUMO is 4.287 eV. As for the total charge: -1. For the highest occupied orbital energy, the calculation gives -2.039 eV. For the LUMO energy, the calculation gives 2.25 eV. Its calculated total energy is -1799.51886 Eh.

Results of the Mulliken charge analysis, in e, for atoms 1 through 4:
1 C -0.730
2 C -0.192
3 C -0.433
4 B -0.044